No. 1
Here is C20H40I2O8P as an isolated structure at a distorted geometry from the Open Molecules 2025 dataset. Energies are from ωB97M-V/def2-TZVPD.

Cartesian coordinates (Å):
C -0.430 -2.553 2.002
C -0.968 -3.757 1.433
C -1.833 -3.877 0.103
O -1.256 -4.351 -0.923
O -3.206 -3.548 -0.029
C -3.462 -2.143 0.237
C -3.529 -1.238 -1.108
C -2.166 -0.375 -1.317
C -1.142 -1.079 -2.335
C 0.133 -0.187 -2.732
C 1.533 -0.745 -2.089
P 2.499 0.770 -1.540
C 1.576 1.882 -0.318
C 0.811 1.041 0.817
C -0.285 1.975 1.537
C -0.404 3.526 1.380
C -1.472 4.387 2.143
C -2.457 3.661 3.092
C -2.383 2.106 3.245
C -1.297 1.266 2.489
C 4.215 0.426 -0.847
I 5.780 1.952 -1.180
C 4.611 -0.716 -0.097
C 3.559 -1.874 0.226
I 6.657 -0.915 0.689
H -0.867 -2.153 2.979
H 0.410 -1.935 1.506
H -0.777 -4.739 2.010
H -2.743 -1.667 0.998
H -4.508 -2.067 0.718
H -3.735 -1.881 -2.038
H -4.419 -0.513 -0.993
H -1.661 -0.230 -0.297
H -2.428 0.670 -1.721
H -0.755 -2.049 -1.871
H -1.740 -1.313 -3.298
H 0.268 -0.110 -3.862
H -0.035 0.879 -2.326
H 2.066 -1.335 -2.919
H 1.264 -1.437 -1.202
H 2.704 1.573 -2.731
H 2.255 2.703 0.095
H 0.746 2.425 -0.919
H 1.606 0.718 1.581
H 0.386 0.092 0.339
H 0.302 4.099 0.681
H -1.472 5.514 1.985
H -3.240 4.286 3.644
H -3.142 1.603 3.950
H -1.288 0.133 2.661
H 3.171 -2.393 -0.733
H 2.712 -1.537 0.911
H 4.127 -2.701 0.795
O -7.110 -0.560 -1.255
H -7.323 -1.168 -0.536
H -7.028 -1.132 -2.028
O 3.289 -1.380 3.453
H 4.245 -1.357 3.316
H 3.169 -2.034 4.153
O 1.763 5.382 -0.793
H 1.406 5.568 -1.671
H 2.678 5.686 -0.845
O -2.251 7.708 0.454
H -1.427 7.294 0.167
H -2.932 7.245 -0.050
O 3.689 -2.176 -4.466
H 4.508 -2.606 -4.742
H 3.003 -2.637 -4.967
O 2.067 -4.948 1.720
H 2.369 -5.680 2.271
H 1.626 -5.381 0.977

Properties
E   -63241.6647 eV
Kohn-Sham gap   7.2 eV
Lowest unoccupied orbital energy   -3.42 eV
E_HOMO   -10.604 eV
Total charge   +1

No. 2
Here is C29H34N6NiO2SeSi2 as an isolated structure from the Open Molecules 2025 dataset. Energies are from ωB97M-V/def2-TZVPD.

Cartesian coordinates (Å):
Ni 2.121 -0.369 -0.078
C 3.697 1.871 1.764
Si 2.844 0.565 2.803
C 1.793 1.550 4.052
C 4.168 -0.289 3.834
N 1.952 -0.500 1.812
C 1.140 -1.534 2.249
C 0.908 -1.820 3.593
C 0.073 -2.864 4.009
C -0.544 -3.643 3.053
C -0.319 -3.386 1.697
C 0.516 -2.356 1.241
N 0.787 -2.066 -0.073
Si 0.286 -2.789 -1.511
C 1.763 -3.200 -2.598
C -0.703 -4.414 -1.451
C -0.857 -1.648 -2.500
H 4.182 2.602 2.421
H 2.989 2.405 1.125
H 4.467 1.434 1.127
H 2.452 2.008 4.797
H 1.073 0.923 4.582
H 1.238 2.358 3.567
H 4.719 0.444 4.433
H 4.876 -0.798 3.177
H 3.739 -1.030 4.513
H 1.399 -1.216 4.347
H -0.082 -3.051 5.066
H -1.198 -4.459 3.345
H -0.805 -4.014 0.963
H 2.356 -3.995 -2.139
H 2.409 -2.326 -2.707
H 1.452 -3.530 -3.596
H -0.166 -5.201 -0.915
H -0.863 -4.754 -2.481
H -1.685 -4.294 -0.984
H -0.356 -0.722 -2.785
H -1.726 -1.384 -1.889
H -1.213 -2.128 -3.418
C -5.102 -0.537 0.633
O -5.458 0.809 0.376
C -4.723 1.466 -0.569
C -5.005 2.817 -0.749
C -4.288 3.555 -1.672
C -3.256 2.984 -2.416
C -3.008 1.624 -2.250
C -3.736 0.868 -1.343
N -2.616 3.836 -3.366
N -1.468 3.610 -3.836
C -0.489 2.831 -3.219
C 0.447 2.284 -4.100
C 1.403 1.353 -3.736
C 1.497 0.927 -2.397
O 2.292 0.037 -1.977
C 0.610 1.584 -1.441
N 0.794 1.186 -0.162
C 0.084 1.739 0.792
C -0.787 2.807 0.529
C -0.984 3.222 -0.760
C -0.329 2.554 -1.820
H -5.755 -0.877 1.433
H -4.062 -0.623 0.957
H -5.255 -1.167 -0.248
H -5.778 3.274 -0.144
H -4.495 4.610 -1.809
H -2.239 1.133 -2.830
H -3.495 -0.179 -1.236
H 0.345 2.573 -5.140
H 2.065 0.909 -4.467
H 0.226 1.330 1.784
H -1.298 3.292 1.351
H -1.629 4.065 -0.965
Se 4.229 -1.689 -0.015
C 5.712 -0.617 0.133
N 6.671 0.029 0.236

Properties
E   -165808.9872 eV
Kohn-Sham gap (spin up / spin down)   4.8 / 4.8 eV
Lowest unoccupied orbital energy (spin up / spin down)   4.13 / 4.13 eV
E_HOMO (spin up / spin down)   -0.692 / -0.695 eV
Total charge   -2

No. 3
Here is an isolated ion of composition C6H11N4O2 and charge +1 at a distorted geometry from the Open Molecules 2025 dataset. Energies are from ωB97M-V/def2-TZVPD.

Cartesian coordinates (Å):
C -2.066 2.382 -0.063
C -1.664 2.154 1.325
C 1.293 -2.427 0.139
C 2.297 -1.950 -1.053
C 0.893 -0.240 -1.938
C -0.326 -0.646 -0.285
N -1.551 1.332 -0.718
N -0.952 0.542 0.073
N 0.668 -1.172 0.584
N -1.922 2.939 2.406
O -1.034 0.988 1.410
O 1.607 -1.367 -2.098
H -2.636 3.091 -0.580
H 0.673 -3.133 -0.258
H 2.029 -2.782 0.858
H 2.946 -1.203 -0.551
H 3.047 -2.794 -1.407
H 0.124 -0.119 -2.618
H 1.382 0.740 -1.667
H -0.965 -1.402 -0.799
H 0.306 -1.229 1.555
H -2.804 3.366 2.520
H -1.345 2.930 3.163

Properties
E   -16443.5803 eV
Kohn-Sham gap (spin up / spin down)   7.1 / 7.1 eV
Lowest unoccupied orbital energy (spin up / spin down)   -4.38 / -4.38 eV
E_HOMO (spin up / spin down)   -11.435 / -11.435 eV
Energy relative to the best compared isomer or geometry (same formula, charge and spin)   129.07 kcal per mole
Total charge   +1